Entry 1:
{
  "formula": "C37H19CoN5O7S2",
  "method": "ωB97M-V/def2-TZVPD",
  "species": ["Co", "O", "N", "O", "C", "C", "C", "C", "C", "C", "N", "C", "C", "N", "C", "C", "C", "C", "H", "H", "H", "H", "H", "H", "H", "O", "C", "C", "O", "C", "C", "O", "C", "O", "O", "S", "C", "C", "C", "C", "C", "C", "N", "C", "C", "C", "C", "C", "C", "C", "C", "N", "C", "C", "C", "C", "C", "S", "C", "H", "H", "H", "H", "H", "H", "H", "H", "H", "H", "H", "H"],
  "xyz": [[-0.470, 0.085, 0.591], [0.481, -7.097, -1.741], [0.186, -6.032, -2.237], [-0.019, -5.845, -3.419], [0.024, -4.857, -1.319], [0.130, -5.129, -0.014], [-0.001, -4.090, 0.969], [0.067, -4.316, 2.353], [-0.094, -3.259, 3.210], [-0.281, -1.975, 2.674], [-0.299, -1.747, 1.379], [-0.204, -2.792, 0.530], [-0.346, -2.510, -0.879], [-0.610, -1.223, -1.177], [-0.816, -0.886, -2.429], [-0.725, -1.832, -3.464], [-0.437, -3.137, -3.178], [-0.247, -3.528, -1.832], [0.306, -6.150, 0.296], [0.223, -5.321, 2.727], [-0.080, -3.393, 4.282], [-0.438, -1.112, 3.310], [-1.098, 0.146, -2.601], [-0.900, -1.522, -4.485], [-0.377, -3.866, -3.968], [-6.657, 1.455, 0.995], [-5.550, 1.072, 0.712], [-4.947, 1.028, -0.684], [-5.533, 1.245, -1.718], [-3.508, 0.689, -0.509], [-3.292, 0.453, 0.866], [-2.133, 0.113, 1.402], [-4.466, 0.641, 1.674], [-4.584, 0.508, 2.883], [-2.640, 0.690, -1.414], [6.417, -1.268, -0.384], [6.730, -2.935, -0.562], [5.584, -3.666, -0.540], [4.430, -2.851, -0.377], [4.721, -1.520, -0.277], [3.787, -0.390, -0.109], [2.417, -0.654, 0.088], [1.503, 0.278, 0.233], [1.903, 1.571, 0.177], [3.229, 1.950, 0.008], [3.545, 3.354, -0.020], [2.574, 4.284, 0.104], [1.192, 3.906, 0.261], [0.130, 4.820, 0.381], [-1.157, 4.363, 0.515], [-1.365, 2.961, 0.515], [-0.388, 2.094, 0.405], [0.877, 2.558, 0.288], [-2.329, 5.238, 0.650], [-3.635, 4.865, 0.797], [-4.520, 5.971, 0.898], [-3.866, 7.162, 0.827], [-2.183, 6.953, 0.636], [4.180, 0.926, -0.135], [7.743, -3.285, -0.673], [5.556, -4.741, -0.641], [3.426, -3.254, -0.349], [2.072, -1.680, 0.135], [4.579, 3.650, -0.145], [2.822, 5.338, 0.082], [0.342, 5.883, 0.368], [-2.356, 2.554, 0.613], [-3.976, 3.838, 0.835], [-5.589, 5.874, 1.017], [-4.283, 8.155, 0.873], [5.222, 1.190, -0.279]],
  "lowdin_spin": [0.960, 0.000, 0.000, 0.000, 0.000, 0.000, 0.000, -0.001, 0.000, 0.002, 0.003, 0.000, 0.003, 0.034, 0.001, 0.001, -0.002, 0.001, 0.000, 0.000, 0.000, 0.001, 0.000, 0.000, 0.000, 0.002, 0.000, 0.001, 0.003, 0.001, -0.004, -0.001, -0.001, 0.000, 0.001, 0.000, 0.000, 0.000, 0.000, 0.000, 0.000, -0.001, -0.003, 0.000, 0.000, -0.001, 0.000, 0.000, 0.003, -0.001, 0.003, -0.005, 0.002, 0.000, 0.000, 0.000, 0.000, 0.000, -0.001, 0.000, 0.000, 0.000, 0.000, 0.000, 0.000, 0.000, 0.000, 0.000, 0.000, 0.000, 0.000],
  "e_lumo_ha": [-0.059, -0.059],
  "homo_energy_ev": [-6.319, -6.325],
  "de_lowest_ev": 0.000,
  "spin_multiplicity": 2,
  "orbital_gap_ev": [4.7, 4.7]
}



Entry 2:
{
  "formula": "C37H23Cl5NOPSSn",
  "method": "ωB97M-V/def2-TZVPD",
  "species": ["Sn", "S", "C", "C", "C", "C", "C", "C", "N", "C", "C", "C", "C", "C", "C", "C", "H", "H", "H", "H", "H", "H", "H", "H", "O", "P", "C", "C", "C", "C", "C", "C", "C", "C", "C", "C", "C", "C", "C", "C", "C", "C", "C", "C", "H", "H", "H", "H", "H", "H", "H", "H", "H", "H", "H", "H", "H", "H", "H", "Cl", "C", "C", "C", "Cl", "C", "Cl", "C", "Cl", "C", "Cl"],
  "xyz": [[-0.624, -1.439, 1.448], [3.886, -1.362, 2.334], [3.849, -1.886, 0.676], [4.921, -2.158, -0.169], [4.636, -2.626, -1.434], [3.311, -2.815, -1.854], [2.251, -2.541, -1.018], [2.530, -2.076, 0.264], [1.612, -1.820, 1.276], [2.179, -1.458, 2.402], [1.382, -1.223, 3.607], [1.931, -1.087, 4.879], [1.090, -1.014, 5.980], [-0.288, -1.094, 5.826], [-0.851, -1.205, 4.556], [0.002, -1.239, 3.467], [5.941, -2.026, 0.167], [5.447, -2.859, -2.110], [3.122, -3.191, -2.850], [1.228, -2.696, -1.339], [3.006, -1.070, 5.008], [1.515, -0.914, 6.969], [-0.934, -1.074, 6.693], [-1.926, -1.248, 4.445], [-0.279, 0.117, 0.227], [-0.157, 1.177, -0.904], [-1.617, 1.173, -1.935], [-1.854, 2.254, -2.786], [-3.002, 2.279, -3.559], [-3.921, 1.240, -3.480], [-3.682, 0.158, -2.645], [-2.528, 0.122, -1.878], [1.274, 0.889, -1.921], [1.140, 0.427, -3.229], [2.273, 0.249, -4.010], [3.526, 0.528, -3.486], [3.663, 0.969, -2.173], [2.540, 1.153, -1.388], [0.028, 2.767, -0.123], [0.609, 3.819, -0.836], [0.663, 5.082, -0.270], [0.150, 5.296, 1.002], [-0.414, 4.248, 1.717], [-0.479, 2.983, 1.156], [-1.152, 3.076, -2.844], [-3.187, 3.113, -4.222], [-4.822, 1.274, -4.077], [-4.391, -0.659, -2.596], [-2.332, -0.729, -1.244], [0.157, 0.239, -3.642], [2.174, -0.092, -5.032], [4.405, 0.416, -4.107], [4.644, 1.189, -1.774], [2.632, 1.528, -0.375], [1.030, 3.650, -1.819], [1.111, 5.898, -0.820], [0.194, 6.284, 1.440], [-0.803, 4.417, 2.712], [-0.917, 2.163, 1.709], [-1.575, -4.201, -0.121], [-2.898, -3.214, 0.371], [-2.611, -2.023, 1.002], [-3.608, -1.155, 1.406], [-3.154, 0.325, 2.173], [-4.941, -1.476, 1.171], [-6.176, -0.394, 1.628], [-5.242, -2.697, 0.550], [-6.869, -3.120, 0.282], [-4.224, -3.571, 0.145], [-4.595, -5.051, -0.619]],
  "mulliken_charge": [1.456, -0.310, 1.049, -0.606, -0.634, -0.754, -0.430, -0.332, -0.262, 0.735, 0.531, -0.759, -0.803, -0.760, -0.595, 0.183, 0.471, 0.471, 0.468, 0.422, 0.451, 0.428, 0.455, 0.527, 1.524, 0.414, 0.216, -0.244, -0.807, -0.573, -0.792, -0.190, 0.228, -0.529, -0.822, -0.548, -0.951, -0.325, 0.850, -0.426, -0.864, -0.581, -0.753, -0.411, 0.380, 0.447, 0.429, 0.507, 0.378, 0.456, 0.470, 0.464, 0.460, 0.577, 0.440, 0.441, 0.424, 0.460, 0.102, -0.139, 0.520, -1.658, 0.903, -0.065, 0.017, -0.150, 0.408, -0.115, 0.162, -0.137],
  "e_lumo_ha": -0.233,
  "homo_energy_ev": -14.160,
  "orbital_gap_ev": 7.8,
  "charge": 2
}



Entry 3:
{
  "formula": "C37H23F3HfN2O11PS",
  "method": "ωB97M-V/def2-TZVPD",
  "species": ["Hf", "O", "C", "O", "C", "C", "C", "C", "C", "N", "C", "O", "O", "H", "H", "H", "H", "O", "C", "O", "C", "C", "C", "N", "C", "C", "C", "O", "O", "H", "H", "H", "C", "C", "C", "C", "C", "C", "P", "C", "C", "C", "C", "C", "C", "C", "C", "C", "C", "C", "C", "C", "C", "C", "C", "H", "H", "H", "H", "H", "H", "H", "H", "H", "H", "H", "H", "H", "H", "H", "H", "F", "C", "F", "F", "S", "O", "O", "O"],
  "xyz": [[1.157, -0.907, 0.525], [-2.621, -2.174, 2.546], [-1.695, -1.327, 2.110], [-1.453, -1.170, 0.916], [-0.937, -0.576, 3.103], [-1.264, -0.411, 4.446], [-0.403, 0.326, 5.239], [0.747, 0.865, 4.673], [0.991, 0.649, 3.323], [0.166, -0.039, 2.548], [2.214, 1.192, 2.577], [2.948, 1.988, 3.131], [2.289, 0.753, 1.385], [-2.932, -2.716, 1.802], [-2.155, -0.879, 4.831], [-0.618, 0.475, 6.287], [1.460, 1.436, 5.244], [-0.605, -5.923, -4.577], [-1.447, -5.378, -3.873], [-2.667, -5.502, -3.788], [-0.869, -4.274, -2.889], [-1.725, -3.288, -2.416], [-1.226, -2.297, -1.593], [0.034, -2.262, -1.154], [0.841, -3.250, -1.561], [0.447, -4.242, -2.454], [2.241, -3.254, -0.979], [3.092, -3.985, -1.437], [2.397, -2.434, 0.014], [-2.766, -3.316, -2.707], [-1.868, -1.499, -1.250], [1.165, -4.976, -2.786], [-4.390, 2.267, -3.328], [-4.005, 3.024, -2.233], [-2.934, 2.631, -1.450], [-2.227, 1.473, -1.758], [-2.629, 0.708, -2.851], [-3.706, 1.099, -3.627], [-0.699, 0.933, -0.884], [-0.724, 2.047, 0.572], [-1.821, 1.967, 1.428], [-1.837, 2.667, 2.617], [-0.747, 3.446, 2.973], [0.342, 3.545, 2.123], [0.356, 2.854, 0.921], [0.498, 1.839, -1.929], [0.154, 2.959, -2.649], [1.122, 3.671, -3.367], [2.419, 3.245, -3.362], [2.802, 2.088, -2.653], [4.145, 1.669, -2.627], [4.504, 0.607, -1.848], [3.543, -0.092, -1.099], [2.188, 0.206, -1.134], [1.833, 1.352, -1.909], [-5.216, 2.592, -3.946], [-4.537, 3.933, -1.991], [-2.631, 3.235, -0.607], [-2.081, -0.191, -3.104], [-4.015, 0.495, -4.469], [-2.658, 1.343, 1.149], [-2.696, 2.595, 3.269], [-0.740, 3.963, 3.921], [1.205, 4.133, 2.401], [1.220, 2.924, 0.273], [-0.865, 3.317, -2.656], [0.836, 4.563, -3.906], [3.184, 3.801, -3.886], [4.872, 2.209, -3.216], [5.536, 0.293, -1.795], [3.909, -0.895, -0.468], [0.549, -4.627, 4.097], [1.240, -3.479, 4.044], [0.496, -2.565, 4.700], [2.351, -3.654, 4.765], [1.714, -3.031, 2.247], [0.404, -2.859, 1.616], [2.488, -4.185, 1.967], [2.310, -1.720, 2.431]],
  "mulliken_charge": [1.812, -0.620, -0.660, -0.128, 0.623, -1.076, -0.833, -0.921, 0.863, 1.696, -0.343, -0.768, -0.508, 0.461, 0.620, 0.493, 0.607, -0.694, 0.364, -0.709, 0.292, -1.930, -0.479, 0.385, 0.783, -1.082, 0.180, -0.701, -0.718, 0.507, 1.232, 0.626, -0.589, -0.723, -0.186, 0.461, -0.400, -0.872, 2.371, 0.563, -0.347, -1.043, -0.818, -0.647, -0.948, 0.101, -0.438, -1.029, -0.853, 1.317, -0.790, -1.334, -0.206, 0.478, -0.465, 0.385, 0.411, 0.425, 0.550, 0.441, 0.772, 0.448, 0.419, 0.419, 0.278, 0.416, 0.423, 0.385, 0.379, 0.424, 0.511, -0.248, 0.423, -0.121, -0.238, 1.198, -0.693, -0.595, -0.790],
  "e_lumo_ha": 0.024,
  "homo_energy_ev": -5.458,
  "de_lowest_ev": 0.910,
  "orbital_gap_ev": 6.1,
  "charge": -1
}



> Which formula does entry 3 have?

C37H23F3HfN2O11PS



> Which formula does entry 1 have?

C37H19CoN5O7S2